14
Properties=species:S:1:pos:R:3:forces:R:3 method="wB97M-V/def2-TZVPD" lumo_ev=1.05 multiplicity=1 homo_energy_ev=-9.77 smiles="C[C@H]1C[C@H]1C=O" charge=0
H -1.3647 0.4814 0.9551 0.216 -0.230 0.087
H 1.1498 -1.3566 1.0945 -0.150 -0.020 -0.289
C 0.3735 -0.8476 0.5251 -0.213 -0.284 0.086
C 0.2425 1.2114 -1.1577 -0.047 -0.031 0.058
H 1.6635 0.9211 0.4837 -0.197 -0.127 0.023
H -1.5722 -1.2200 -0.2524 -0.479 -0.034 -0.525
O -0.4336 -2.8491 -0.5843 0.096 0.628 0.253
H -0.1675 0.3105 2.3071 0.317 0.577 0.029
C 0.6700 0.6029 0.1707 -0.022 -0.001 -0.027
C -0.3287 0.2879 1.2410 -0.061 0.114 0.005
H -0.7886 0.9575 -1.4286 0.157 -0.020 0.130
C -0.5946 -1.7129 -0.2033 0.486 -0.411 -0.091
H 0.8896 0.8663 -1.9732 -0.088 0.025 0.194
H 0.3112 2.3051 -1.1246 -0.014 -0.187 0.068